C4H5NS2 | wB97M-V/def2-TZVPD

```
12
Properties=species:S:1:pos:R:3:forces:R:3
S -3.0482 -1.4265 -0.0203 2.4 1.3 -0.7
C -1.6634 -0.5595 -0.3822 -3.5 -0.1 -0.3
C -0.4557 -0.3148 0.3660 -3.8 -5.0 5.1
C -0.0441 1.1306 0.3728 -0.2 1.6 3.7
N 0.4462 0.0856 -0.4447 8.4 2.5 -5.0
C 1.8392 -0.2951 -0.5241 -0.3 1.8 0.6
S 2.4808 -1.7190 0.0954 -1.1 2.4 -1.4
H -1.5196 0.1595 -1.2410 -1.2 -1.1 0.2
H -0.0941 -1.0726 1.1470 -0.9 1.4 -0.5
H -0.7010 2.0268 0.1662 0.8 -1.5 -0.8
H 0.3927 1.2632 1.4298 0.1 0.0 -1.9
H 2.3672 0.7219 -0.9648 -0.7 -3.1 1.0
```
Positions in Å, forces in eV/Å.

Computed properties:
Energy relative to the best compared isomer or geometry (same formula, charge and spin)   4.512 eV
E_LUMO   -0.535 eV
Total charge   0
Energy   -27385.2041 eV
Structure (SMILES)   S=C[C@@H]1CN1C=S
Gap between HOMO and LUMO   8.4 eV

From a Mulliken analysis of the wavefunction, the atomic charges in e read:
1 S -0.2328
2 C -0.6211
3 C 0.2580
4 C -0.5025
5 N -0.1257
6 C -0.0847
7 S -0.2356
8 H 0.2826
9 H 0.4586
10 H 0.2528
11 H 0.2740
12 H 0.2765

C4H3N3O | wB97M-V/def2-TZVPD

```
11
Properties=species:S:1:pos:R:3:forces:R:3
H 1.4421 -0.5480 -2.3281 3.2 0.5 -1.7
N 0.6093 -1.0247 -2.2468 -2.3 -1.3 -2.1
C 0.3450 -0.6574 -1.1007 1.3 -0.1 1.9
C -0.9208 -0.9791 -0.4553 -0.9 -0.4 4.1
N -1.2995 -0.3467 0.6788 0.1 -2.6 -3.6
C -0.4475 0.7092 1.0992 -1.6 -3.0 -3.1
O -0.7280 1.3882 2.0009 -0.8 2.2 2.8
C 0.8379 0.8324 0.4581 4.6 -2.1 -1.9
N 1.4762 0.0150 -0.4261 -5.2 3.5 3.1
H -1.3502 -2.0371 -0.8037 0.3 2.8 0.7
H 1.3430 1.5443 1.0747 1.3 0.5 -0.2
```
Positions in Å, forces in eV/Å.

Computed properties:
Energy relative to the best compared isomer or geometry (same formula, charge and spin)   2.614 eV
E_LUMO   -1.935 eV
Total charge   0
Energy   -10711.0370 eV
Structure (SMILES)   [H]/N=C1/C=NC(=O)C=N1
Gap between HOMO and LUMO   8.5 eV

From a Mulliken analysis of the wavefunction, the atomic charges in e read:
1 H 0.3616
2 N -0.5781
3 C 0.3761
4 C 0.1315
5 N -0.5012
6 C 0.4430
7 O -0.4096
8 C -0.0624
9 N -0.4650
10 H 0.3120
11 H 0.3923

C4H5NO | wB97M-V/def2-TZVPD

```
11
Properties=species:S:1:pos:R:3:forces:R:3
H -2.9503 -0.7699 0.0715 0.0 0.3 0.3
N -2.1376 -0.8438 -0.5306 0.1 0.6 0.6
C -1.0834 -0.2437 -0.1275 0.3 -0.3 -0.3
C 0.1441 -0.5343 -0.8732 0.3 -0.3 -0.3
C 1.2397 -0.0899 -0.2707 -0.2 0.0 -0.3
C 0.9266 0.8635 0.7971 -1.5 -0.2 0.2
O -0.8121 0.5468 0.9377 1.9 -0.3 0.3
H 0.0787 -1.1638 -1.7426 0.1 -0.3 0.0
H 2.2256 -0.5204 -0.4232 0.0 0.6 -0.2
H 0.6562 1.8779 0.5689 0.6 0.4 -0.6
H 1.7124 0.8776 1.5926 -1.6 -0.5 0.4
```
Positions in Å, forces in eV/Å.

Computed properties:
Energy relative to the best compared isomer or geometry (same formula, charge and spin)   2.425 eV
E_LUMO   0.010 eV
Total charge   0
Energy   -7764.1018 eV
Structure (SMILES)   [H]/N=C1/C=CCO1
Gap between HOMO and LUMO   9.5 eV

From a Mulliken analysis of the wavefunction, the atomic charges in e read:
1 H 0.2479
2 N -0.6248
3 C 0.4504
4 C -0.2649
5 C -0.2911
6 C -0.2992
7 O -0.4846
8 H 0.3991
9 H 0.3535
10 H 0.2272
11 H 0.2865

C24H38NO2P3Pt | wB97M-V/def2-TZVPD

```
69
Properties=species:S:1:pos:R:3:forces:R:3
P -0.5272 -3.6223 0.4487 1.3 0.3 -1.4
C -2.1673 -3.5085 1.0727 -1.0 0.1 0.3
H -2.5578 -4.4957 1.3464 0.1 0.0 0.0
H -2.8400 -3.0651 0.3206 0.4 -0.2 0.1
H -2.1979 -2.8576 1.9554 0.1 -0.2 0.0
C -0.4002 -3.7199 -1.3617 0.0 -0.1 -0.2
H 0.6537 -3.8801 -1.6722 -0.6 -0.1 0.4
H -0.7583 -2.7815 -1.8159 -0.1 -0.3 0.3
H -1.0063 -4.5632 -1.7426 0.2 0.3 0.2
C 0.6051 -4.8249 1.1519 0.6 -0.5 0.7
H 0.3595 -5.8619 0.8248 -0.1 0.7 0.1
H 0.5678 -4.7992 2.2581 -0.1 0.0 -0.5
H 1.6684 -4.6308 0.8579 -1.0 0.0 0.0
P 2.2845 1.2583 2.1126 3.0 0.5 -0.2
C 0.7691 1.5184 3.0293 -1.1 -0.4 0.2
H 0.8982 2.2209 3.8861 0.3 -0.4 -0.7
H 0.4063 0.5499 3.4285 0.2 0.6 -0.2
H 0.0006 1.9194 2.3466 0.3 -0.1 0.4
C 3.5017 0.4083 3.2307 -0.2 -0.4 0.2
H 4.4861 0.2629 2.7030 -1.0 0.2 0.6
H 3.0627 -0.6020 3.4743 0.6 1.0 -0.1
H 3.6632 0.9839 4.1876 -0.2 -0.6 -1.0
C 3.0137 2.9501 1.8187 -0.3 -0.1 -0.2
H 3.3440 3.4265 2.7832 -0.4 -0.5 -0.9
H 2.1949 3.5547 1.3466 0.9 -0.3 0.4
H 3.8769 2.8658 1.1069 -0.7 0.2 0.7
P -0.6980 2.2100 -2.9026 2.0 -1.5 -0.1
C -2.1178 2.9984 -2.2938 -1.2 0.8 0.7
H -2.6876 3.4753 -3.0916 0.0 0.0 -0.2
H -1.8705 3.7759 -1.5576 0.2 -0.1 -0.3
H -2.7957 2.3046 -1.7808 0.3 -0.2 -0.3
C 0.5229 3.1622 -3.8076 0.3 0.7 -0.2
H 0.1572 3.4189 -4.8196 0.0 -0.1 0.4
H 1.4758 2.6147 -3.9353 -0.6 0.0 0.1
H 0.7625 4.1024 -3.2935 -0.2 -0.1 -0.1
C -0.9099 0.6413 -3.7490 -0.5 -0.3 -0.1
H -1.4753 0.8437 -4.6780 0.2 -0.2 0.3
H -1.4746 -0.0609 -3.1067 0.1 0.5 -0.4
H 0.0564 0.1722 -4.0191 -0.4 0.5 0.1
Pt 2.7832 0.0742 -0.1680 -6.6 3.4 6.0
C 0.3619 -1.8813 0.7116 -1.5 1.4 2.3
O -0.0347 -1.0794 1.5076 1.1 -2.0 -2.2
C 0.3882 1.6277 -1.2564 -2.0 1.7 1.8
O 0.0173 2.0726 -0.2140 1.1 -1.2 -2.3
C 4.1114 0.6631 -1.8112 1.2 1.6 -0.4
C 2.9240 0.0787 -2.2629 -1.3 -0.8 -3.6
C 2.5943 -1.2605 -1.9043 -0.7 -0.6 -1.7
C 3.3611 -1.8750 -0.9248 1.0 -3.0 0.3
C 4.3998 -1.1900 -0.2801 2.9 0.0 0.1
C 4.7664 0.1471 -0.6770 1.2 -2.0 -1.0
H 4.4728 1.6200 -2.1649 -0.4 0.2 -0.1
H 2.2110 0.5727 -3.0131 1.6 -0.6 1.2
H 1.7428 -1.8212 -2.3576 0.7 0.9 0.4
H 3.2013 -2.9295 -0.5679 -0.2 1.3 -0.5
H 4.9906 -1.6236 0.5114 -0.2 -0.3 0.2
H 5.5002 0.6917 -0.1345 0.7 0.3 0.1
N -2.2526 -0.5618 -1.1136 -0.3 0.3 1.1
C -2.9278 -0.1938 -0.2388 0.4 -0.1 -0.7
C -3.8219 0.2668 0.7836 -0.4 0.0 0.4
C -3.9367 1.6326 1.0999 0.0 0.0 0.0
C -4.9233 2.0655 1.9912 0.3 -0.1 -0.5
C -5.7913 1.1380 2.5812 0.3 0.1 0.0
C -5.6372 -0.2274 2.3201 0.0 0.1 -0.2
C -4.6636 -0.6625 1.4163 -0.2 -0.1 0.3
H -3.2272 2.3305 0.6470 -0.4 0.0 0.1
H -5.0283 3.1355 2.1783 0.0 -0.4 0.1
H -6.5597 1.4981 3.2718 0.2 -0.2 -0.3
H -6.3123 -0.9428 2.7930 0.3 0.2 -0.2
H -4.5564 -1.7313 1.2129 -0.2 0.4 0.0
```
Positions in Å, forces in eV/Å.

Computed properties:
Energy relative to the best compared isomer or geometry (same formula, charge and spin)   0.000 eV
E_LUMO (spin up / spin down)   -11.431 / -14.442 eV
Total charge   +4
Energy   -62156.7375 eV
Gap between HOMO and LUMO (spin up / spin down)   7.2 / 4.2 eV
Spin multiplicity   5

From a Mulliken analysis of the wavefunction, the atomic charges in e read:
1 P 0.6347
2 C -1.1598
3 H 0.4829
4 H 0.3498
5 H 0.5116
6 C -0.9743
7 H 0.3208
8 H 0.1657
9 H 0.5112
10 C -1.0222
11 H 0.4264
12 H 0.4201
13 H 0.3054
14 P 0.7682
15 C -1.0219
16 H 0.4985
17 H 0.3350
18 H 0.2343
19 C -1.0837
20 H 0.3059
21 H 0.3325
22 H 0.4537
23 C -1.0247
24 H 0.4620
25 H 0.3083
26 H 0.2891
27 P 0.6070
28 C -0.9673
29 H 0.4892
30 H 0.4213
31 H 0.2594
32 C -1.1270
33 H 0.4390
34 H 0.3579
35 H 0.4244
36 C -0.8625
37 H 0.4931
38 H 0.1900
39 H 0.3657
40 Pt 0.8316
41 C 0.0866
42 O -0.1847
43 C 0.1123
44 O -0.1935
45 C -0.8325
46 C 0.1472
47 C -0.4549
48 C -0.2870
49 C -0.5716
50 C -0.3411
51 H 0.4109
52 H 0.2408
53 H 0.3984
54 H 0.4555
55 H 0.5363
56 H 0.6766
57 N -0.3724
58 C -0.2475
59 C 1.0640
60 C -0.1817
61 C -0.6916
62 C -0.4495
63 C -0.7913
64 C -0.2728
65 H 0.3269
66 H 0.4181
67 H 0.4231
68 H 0.4243
69 H 0.3996